141
Properties=species:S:1:pos:R:3:forces:R:3:mulliken_charge:R:1 method="wB97M-V/def2-TZVPD" total_charge=+2 orbital_gap_ev=4.20 relative_energy_kcal_mol=10.68 e_lumo_ev=-7.45 energy_ha=-4366.4416 homo_energy_ev=-11.6 fmax_ha_per_bohr=0.054
H -0.89088 2.80256 -2.98329 -0.1 0.1 -0.1 -0.0072
C 2.62462 -0.77570 2.08896 0.2 2.3 1.4 -0.3321
H 6.69066 3.62769 -7.42333 -0.1 -0.1 -0.2 0.2686
H 0.90557 -1.44483 -3.61924 0.3 0.1 -0.7 0.1877
C 4.05797 -2.35208 -6.06071 -1.3 -0.3 0.3 -0.7176
H -2.11997 -2.90484 2.96884 -0.4 0.6 -0.4 -0.3848
O -1.95495 2.23287 5.17636 1.8 -1.0 -1.1 -0.9528
C 1.80204 -2.46313 3.39128 -0.7 -1.5 -0.5 -0.8612
H 1.05198 5.25978 -0.45826 0.3 -0.3 0.7 0.5734
O -4.13387 -3.35321 1.06023 0.3 0.9 0.6 -0.3501
O 0.07483 1.41694 1.35935 1.8 0.7 0.9 -0.2036
C -3.91192 -0.67248 2.99024 -1.8 0.2 0.3 -0.7121
H 0.44628 6.36978 2.05484 0.6 0.1 -0.1 0.2850
H -3.56435 -2.90168 3.92614 0.1 -0.1 0.3 0.5808
H 0.19930 1.36941 -4.25722 0.0 0.5 0.0 -0.1558
H 2.03135 3.95390 -7.61406 0.2 0.3 0.1 0.2965
O -1.06850 6.75188 0.47468 -0.7 0.1 1.0 -0.4159
O 0.86304 -4.65982 -1.27845 -0.6 -0.1 0.1 -0.2612
H -1.37697 4.66091 5.07251 -0.2 -0.1 0.3 0.2379
H -0.89733 5.90529 -1.34885 0.0 -0.2 0.0 0.5456
H -2.23638 -5.73616 5.23077 0.1 0.1 -0.1 0.2516
H -1.65960 -3.87277 5.13153 -0.1 0.0 -0.2 0.0219
H -0.60672 4.33409 1.68457 0.7 -0.8 0.9 -0.0687
C 0.38925 -3.71612 -2.22662 0.6 0.4 -0.1 -0.4029
H 0.57646 7.74284 -0.34745 -0.3 -0.3 -0.3 0.2830
C 1.57064 -2.74720 -2.30108 0.3 -0.2 -1.0 -0.2844
C -3.37250 -2.75630 0.05309 0.6 0.1 -0.3 0.3796
H -4.53898 -8.12510 6.91121 -0.2 -0.1 -0.1 0.2568
H 0.82263 5.34599 3.35949 -0.1 -0.8 -0.1 0.4909
C 2.34381 3.97783 -6.55486 -0.7 -1.1 -1.1 -0.8312
H -1.38485 -6.43118 3.10092 0.1 -0.9 0.0 0.3265
C -1.64830 -2.78837 4.98993 0.2 0.3 0.4 -0.8609
Ba -0.43879 0.41063 4.00822 -1.7 1.1 0.3 1.5867
C 0.52315 -3.13785 3.81714 -0.2 -0.3 0.9 -0.5952
H 2.64866 -0.32499 -2.83455 0.5 -0.1 -0.1 0.1744
H -3.11915 5.04008 5.20079 0.1 -0.1 0.2 0.3600
N -0.26227 -2.30390 4.74057 -0.2 0.4 -0.3 -0.1191
C 5.95993 3.60197 -6.61983 0.2 0.5 0.5 -0.6347
C -0.50190 7.87302 -0.13380 1.3 1.2 0.4 -0.7283
H 2.50018 5.01490 -6.27682 -0.1 0.0 0.2 0.3794
H 3.22969 -0.49290 2.97674 0.4 -0.9 -0.3 0.4554
H -2.07449 1.59262 -3.43219 -0.3 0.2 0.1 0.3266
H 0.05974 3.83144 -0.60602 0.2 -0.2 0.3 -0.4816
H -2.88017 -1.83360 0.37775 -0.3 0.0 0.3 -0.6382
C 0.72783 2.08552 -6.20278 0.2 0.2 -0.3 -0.5523
H -1.55373 -7.31715 5.34094 -0.2 -0.5 -0.2 0.4841
H 0.45731 -6.49306 -0.47938 0.0 0.2 0.2 0.2769
H 0.33931 -0.54709 -0.57395 0.3 0.0 -0.3 0.0517
H 0.27530 2.04055 -7.21068 0.1 0.6 0.1 0.3153
H 2.83366 0.48571 -4.95438 -0.7 -0.5 -0.3 0.1009
H -0.47853 8.68411 0.59731 -0.5 -0.1 0.0 0.3122
H 4.00320 -2.75322 -7.06860 0.3 0.3 -0.2 0.2710
C -4.23138 -4.73644 0.87066 -0.7 -0.2 -0.7 -0.8151
H -2.15322 -5.00725 1.33066 0.1 -0.4 -0.9 -0.1031
N -3.19733 -5.61909 2.91953 -0.9 -1.3 0.0 0.0151
H 0.24021 -4.20732 -3.19496 0.0 0.1 0.0 0.3835
H -3.12971 -6.53636 0.99508 0.4 0.1 -0.2 0.4868
C -2.58507 -2.42599 3.84277 0.1 -0.7 0.4 0.1876
H 5.00759 3.34412 1.92515 -0.1 -0.1 0.1 0.2910
C 3.65364 3.20919 -6.42952 0.2 0.7 1.8 -0.2358
C -2.35701 4.56197 4.58719 0.5 1.1 0.3 -1.1852
C -0.21140 0.34356 -0.86637 0.4 0.6 0.2 -1.5699
H -0.56155 -3.23642 -1.94058 0.1 -0.2 0.2 0.1639
Zn 1.57168 2.67545 1.57230 -1.7 0.4 -0.8 0.0280
H 0.72367 -4.11497 4.28029 0.2 0.1 -0.1 0.4622
C 4.58917 4.34099 1.94837 0.4 1.2 -0.5 -0.8264
H 6.22804 4.39451 -5.90266 0.1 -0.2 0.0 0.2594
H 2.46491 -2.20652 4.22458 -0.2 0.4 0.0 0.4429
H -1.32649 0.11789 0.93223 -0.3 0.1 -0.3 -1.4665
H -4.27772 -4.94495 -0.20510 -0.2 -0.1 0.0 0.3781
H -2.30677 2.44701 0.90272 0.1 0.1 -0.1 0.0568
H -2.37268 3.03292 3.20859 0.3 -0.8 0.2 -0.5098
H -3.25718 -6.96144 7.34537 -0.1 -0.2 0.1 0.2740
H 2.41056 0.26793 1.77182 -0.4 -0.7 -0.8 -0.6279
H -4.00803 -2.51871 -0.80371 0.2 -0.1 -0.2 0.3927
N 1.73310 -2.04276 -3.59099 -0.1 -0.1 0.9 -0.3219
H 6.01986 2.64206 -6.09893 0.0 -0.1 -0.2 0.2617
H -0.07424 -3.34552 2.93061 0.0 0.1 -0.1 0.0828
C -1.73270 2.61190 -3.68428 0.3 -0.8 1.4 -0.4197
C 0.20763 4.72764 -0.00123 0.3 0.6 -0.8 -0.0118
C -1.89600 1.96052 0.01249 -1.2 0.8 -0.4 -0.7000
O 4.67208 3.87848 -7.11675 -0.1 -0.4 -0.8 -0.4235
H 2.95140 6.19301 2.81613 -0.3 0.0 0.0 0.5170
H -0.91791 0.10743 -1.66328 -0.3 -0.2 0.3 0.4182
C 2.92177 -1.15799 -3.52315 -1.4 0.5 0.5 -0.5277
H -5.20432 -4.97863 1.29685 0.1 -0.5 0.1 0.4628
O -1.29170 2.63546 -4.98347 0.4 0.5 -0.8 -0.4122
N 1.29763 3.34074 -5.76836 0.7 -0.1 0.4 -0.0107
C -3.10432 -5.53897 1.44678 0.1 0.3 1.5 -0.3215
H 4.34832 -0.18538 -4.73449 -0.1 -0.4 -0.1 0.3233
O 3.15717 4.27849 2.13302 -1.0 -0.5 -0.7 -0.2512
H 3.69239 -3.17114 -5.42106 0.4 0.2 0.2 0.2296
C 2.49864 5.58350 2.02332 0.3 0.5 0.9 -0.8427
C -2.39634 -6.76977 4.89315 0.9 0.5 0.5 -0.4733
H -1.02652 8.21495 -1.02489 -0.1 -0.2 -0.1 0.3838
H -4.17778 -5.83294 3.13468 0.3 0.1 0.1 0.2515
C -0.30030 1.65011 -5.20567 -0.1 -1.3 0.5 -0.2257
H 0.20342 -2.21284 5.64069 0.1 -0.4 -0.1 0.2505
H -0.14935 -6.31324 -2.10180 0.2 0.3 -0.1 0.3575
H -2.51053 3.33434 -3.45818 -0.2 0.1 -0.5 0.4040
C 1.00627 5.45612 2.28822 -0.3 0.4 -0.4 -0.3312
H -1.89761 -2.35789 5.96363 -0.6 0.1 -0.2 0.4760
H -0.77953 0.70410 -5.51252 0.0 0.3 -0.2 0.5051
H 3.91016 3.24620 -5.34774 -0.2 -0.1 -0.2 0.2761
H 3.77132 -1.65693 -3.05796 -0.1 -0.4 -0.2 0.5149
H -1.61094 2.70337 -0.74219 0.6 0.1 0.4 -0.4886
H 3.20813 -1.31340 1.35298 -0.2 -0.3 -0.2 0.3187
H -3.95259 0.40829 2.88176 0.2 0.1 -0.1 0.2204
H 1.58900 -2.01737 -1.47876 0.0 -0.3 0.3 -0.0165
H 3.56490 2.14079 -6.65844 0.0 0.1 -0.5 0.3354
H 2.37955 -3.47156 -2.20315 0.5 0.5 0.1 0.4579
O -2.77293 -1.01066 3.73207 1.7 -0.5 -0.1 -0.1310
C -0.85601 0.94763 0.37533 -0.1 -0.9 -0.1 2.8779
H 1.53112 1.34200 -6.21525 -0.3 -0.2 -0.1 0.1475
H 0.69471 3.92828 -5.23161 -0.4 0.3 -0.3 0.2019
O 3.11524 -1.27096 -5.98027 0.3 -0.4 -0.8 -0.3790
H -3.67189 2.81016 4.36262 -0.1 0.6 -0.1 0.2481
N 0.40245 4.35770 1.45372 -0.6 1.0 -0.3 0.5918
H 2.71852 6.14392 1.10822 0.1 -0.8 -0.3 0.4558
O -3.62263 -7.18387 5.33415 -1.3 -1.0 0.6 -0.3711
H -2.75284 1.55428 -0.54479 0.1 -0.6 0.5 0.6125
C -2.60601 3.09422 4.32668 -0.6 -0.6 -0.7 0.7034
H -2.54417 -3.42470 -0.21281 -0.1 0.1 -0.4 -0.0257
C -1.01349 5.61395 -0.29254 0.3 -0.7 -1.4 -0.8163
H 5.05662 -2.02455 -5.77373 0.1 0.0 -0.1 0.3305
C -3.56500 -7.74549 6.63843 0.5 0.6 -0.1 -0.7380
H 0.42741 1.11489 -1.32262 0.3 -0.3 0.2 0.2347
H -4.04949 -1.18603 2.04031 0.6 0.0 -0.1 0.1153
C 0.01273 -5.76857 -1.15822 -0.6 -0.5 -0.1 -0.6739
O 1.43198 -1.36636 2.55625 0.8 0.2 0.1 0.4034
H -1.94435 5.03928 -0.28734 -0.1 0.1 0.6 0.3594
H 2.33117 -3.21609 2.79479 0.2 0.2 -0.1 0.4092
H 5.07825 4.97106 2.70081 -0.4 -0.5 0.4 0.2994
C -2.38298 -6.78570 3.41102 0.5 2.6 -1.0 -0.6667
C 3.28832 -0.50831 -4.85659 1.3 1.1 1.0 -0.2869
H -2.80743 -8.53496 6.65742 -0.2 -0.1 0.1 0.3127
H -0.98303 -5.45956 -0.80419 0.1 -0.1 0.1 0.1397
H 4.84290 4.88192 1.02329 -0.4 -0.5 -0.1 0.3484
H -2.66590 -7.72263 2.93398 0.1 -0.2 0.2 0.3942
H -4.79741 -0.96838 3.57076 0.1 0.2 0.0 0.4076
H -2.25307 5.19867 3.69071 -0.4 -0.4 -0.1 0.2151